# 1
{"formula": "C2H2ClFOS", "method": "wB97M-V/def2-TZVPD", "total_charge": 0, "e_above_lowest_kcal_mol": 6.1, "smiles": "OC(=S)[C@@H](F)Cl", "e_tot_ha": -1110.8709, "species": ["H", "F", "C", "S", "H", "O", "Cl", "C"], "positions_angstrom": [[0.171301, 1.376858, 0.879480], [1.061450, 0.978567, -0.685092], [-0.856281, -0.078520, 0.264567], [-2.187768, -0.951981, -0.097016], [0.360730, -0.670894, -1.486468], [-0.673412, 0.902793, 1.168802], [1.657408, -1.272425, 0.426485], [0.466573, -0.284396, -0.470756]], "forces_ev_per_angstrom": [[-1.318, -0.603, 0.773], [-0.246, -0.384, 0.467], [0.458, 0.095, 0.075], [0.983, 0.787, 0.605], [-0.210, -0.356, 0.462], [0.318, 0.080, -0.917], [-0.655, 0.303, -0.181], [0.671, 0.079, -1.284]]}


# 2
{"formula": "C19H40O9PS2", "method": "wB97M-V/def2-TZVPD", "total_charge": -1, "e_tot_ha": -2562.7615, "species": ["H", "O", "O", "C", "H", "C", "C", "H", "C", "H", "O", "C", "O", "S", "C", "H", "C", "C", "H", "H", "H", "O", "H", "H", "H", "H", "O", "H", "H", "C", "H", "S", "H", "H", "C", "P", "H", "H", "O", "O", "C", "C", "H", "C", "H", "H", "H", "H", "C", "O", "H", "H", "C", "H", "H", "C", "H", "H", "H", "H", "H", "H", "H", "C", "H", "C", "H", "C", "H", "H", "H"], "positions_angstrom": [[0.587842, 1.100495, -0.405224], [5.428690, 3.031687, 1.498477], [-1.286550, 2.890918, 1.430833], [-0.178518, 1.028422, 0.356370], [2.825606, 0.869677, -0.147058], [-3.155383, -3.662811, 5.283164], [4.496933, 2.539592, -1.161876], [-3.167082, 3.196291, -2.837410], [3.771610, 1.452030, -1.947172], [-3.665852, 5.694851, -3.856118], [-1.582376, 2.410691, -5.700241], [-3.964312, -4.828352, 4.698291], [5.595636, 1.933693, -0.426887], [-1.594195, -3.645314, 4.390868], [-2.931580, 3.645535, -3.799221], [4.843250, 3.344132, -1.799442], [-1.205306, 2.146736, 0.194600], [1.008286, -3.323011, 1.584524], [3.781005, 2.912390, -0.443243], [-0.678648, -0.858209, 1.347239], [2.937164, 1.937878, -2.451833], [0.950566, -3.398982, 0.213802], [-0.003468, -3.376013, 1.991332], [-2.321718, -4.742706, 2.434095], [1.306102, -2.682581, -1.859965], [-0.830824, 2.816442, -0.575434], [-1.551851, -2.480361, 3.553666], [4.158116, -0.216423, -0.713965], [2.600844, -2.099331, 2.607122], [3.276693, 0.350037, -0.985868], [0.133470, 4.500183, -5.427124], [-1.373649, 2.971000, -4.389493], [-2.087148, 5.490800, -5.736311], [-4.577100, -4.471167, 3.868039], [-0.770167, -0.395537, 0.375605], [1.519277, -1.947070, -0.619826], [4.426441, 1.034620, -2.703453], [-1.847631, -0.270566, 0.223948], [1.870193, -1.199326, 0.888931], [-0.746092, 2.224248, -3.336059], [-2.961718, -5.869956, 4.180356], [-1.919058, -5.088065, 3.385886], [-1.283395, 3.824933, 1.202049], [5.470545, 2.027436, 0.902009], [-3.700177, 3.390549, -4.526429], [-0.993096, -5.633989, 3.223932], [1.636002, -4.104385, 2.023974], [-3.653123, -2.706817, 5.142585], [-0.267093, -1.295059, -0.759253], [-0.537084, -3.959048, 5.318509], [-2.373917, 5.418762, -2.694890], [-2.933797, -3.814949, 6.337997], [-2.728791, 5.162552, -3.695398], [-0.462928, -0.788760, -1.703135], [-1.311467, 6.575413, -4.579419], [-0.536686, 4.542866, -4.571922], [-2.182750, 1.762334, -0.074282], [-4.637855, -5.250799, 5.443984], [5.423620, 1.053769, 1.398560], [-2.485849, -6.375545, 5.024148], [-3.446139, -6.626588, 3.564014], [1.520899, 0.096525, -2.151383], [0.972689, -1.429248, 2.636606], [2.283576, -0.550611, -1.710473], [2.765758, -1.078232, -2.527896], [-1.665956, 5.556211, -4.730354], [0.314411, 1.179659, 1.308805], [1.687278, -1.989070, 2.026888], [0.030045, 4.721564, -3.658465], [2.883593, -2.501802, -0.602928], [-0.905808, -2.174236, -0.751759]], "forces_ev_per_angstrom": [[0.073, 0.010, -0.217], [-0.324, 2.509, 1.446], [-0.309, 0.233, -0.131], [-0.329, -0.648, 0.454], [-0.076, -0.297, 0.471], [-0.414, -0.220, 0.096], [-0.342, -0.664, -0.408], [0.069, -0.146, -0.055], [0.422, 0.203, 0.771], [-0.001, -0.009, 0.013], [0.003, -0.070, 0.003], [0.020, -0.037, -0.015], [-0.299, -0.117, -0.598], [-0.061, 0.024, -0.228], [-0.276, 0.306, 0.130], [0.367, 0.203, 0.045], [1.122, 0.212, 0.376], [0.649, 0.257, 0.565], [-0.057, 0.484, 0.258], [0.244, -0.189, 0.254], [-0.202, -0.003, -0.107], [0.153, 0.112, 0.032], [0.006, -0.055, 0.246], [0.076, 0.066, -0.006], [-0.249, -0.034, 0.088], [-0.261, 0.182, -0.317], [0.073, 0.205, 0.238], [0.016, -0.213, 0.625], [0.323, -0.279, -0.105], [0.059, 0.522, -1.833], [0.009, -0.156, 0.020], [0.131, 0.061, 0.203], [0.034, -0.004, -0.009], [0.028, 0.006, -0.011], [-0.476, 0.431, -0.928], [0.745, -0.552, -2.208], [0.151, -0.118, -0.285], [-0.246, -0.077, 0.103], [0.109, 0.286, 0.052], [0.012, -0.172, -0.133], [-0.014, 0.087, 0.073], [-0.195, -0.361, -0.001], [-0.063, -0.123, 0.130], [0.384, -1.995, -0.743], [0.078, -0.071, -0.050], [0.088, 0.158, -0.010], [-0.182, -0.567, -0.041], [0.155, 0.072, 0.002], [-0.189, 0.011, 1.130], [0.033, 0.098, 0.030], [0.018, -0.017, -0.008], [0.107, 0.010, -0.027], [0.046, 0.011, -0.013], [0.307, 0.098, -0.264], [-0.002, -0.002, -0.009], [-0.037, 0.379, -0.092], [-0.276, -0.036, -0.088], [-0.004, 0.010, -0.006], [0.206, -0.334, -0.089], [0.022, -0.008, -0.024], [0.008, -0.002, 0.002], [-0.203, -0.050, -0.076], [0.022, -0.135, 0.552], [-0.344, 0.256, 1.241], [0.237, -0.150, -0.113], [-0.065, -0.048, 0.018], [0.246, 0.287, 0.155], [-1.380, 0.710, -0.572], [0.007, -0.078, 0.009], [0.026, -0.121, 0.110], [-0.006, -0.337, -0.121]]}


# 3
{"formula": "C6H10O", "method": "wB97M-V/def2-TZVPD", "total_charge": 0, "e_above_lowest_kcal_mol": 82.4, "e_tot_ha": -309.7110, "species": ["H", "H", "C", "C", "H", "C", "H", "C", "O", "H", "H", "H", "H", "H", "C", "C", "H"], "positions_angstrom": [[-2.273307, 1.421302, -0.756495], [3.108982, -0.397884, -0.048568], [2.432773, -0.012013, 0.714891], [0.902830, -0.115082, -1.020726], [0.119508, -1.527012, -0.064631], [-1.314239, 1.096984, -0.343496], [-0.855046, 0.118770, 1.602089], [-0.863669, -1.060843, -0.299051], [1.251909, 0.501666, 0.102122], [-0.747940, 1.981628, -0.037054], [-1.475148, -1.889912, -0.651376], [2.158459, -0.825357, 1.397960], [-2.488773, -0.236418, 1.006831], [2.889906, 0.795637, 1.285898], [-1.458138, -0.032712, 0.703094], [-0.552352, 0.128416, -1.269012], [-0.835757, 0.052838, -2.322472]], "forces_ev_per_angstrom": [[0.140, -0.110, 0.017], [-0.036, 0.068, 0.039], [0.287, -0.018, 0.122], [0.113, 0.645, -0.154], [-0.652, -0.242, 0.543], [0.006, 0.108, 0.036], [-0.077, -0.078, -0.137], [0.062, -0.401, 0.073], [-0.049, -0.106, -0.324], [-0.104, -0.167, -0.005], [-0.236, 0.282, -0.132], [-0.010, 0.155, -0.126], [0.182, -0.061, -0.075], [-0.015, -0.029, -0.067], [-0.022, -0.083, 0.129], [0.292, 0.092, -0.224], [0.120, -0.056, 0.287]]}


E_HOMO (eV)
-9.598 -3.513 -8.264